No. 1
Density functional theory data (ωB97M-V with the def2-TZVPD basis set) for a gas-phase ion, C4H8NO (charge +1).

Geometry (Å):
1 C 1.752 -0.062 0.315
2 C 0.617 -0.666 -0.380
3 O -0.358 -1.388 0.485
4 C -1.461 -0.659 0.134
5 N -1.150 0.858 0.454
6 C -0.759 0.264 -0.798
7 H 1.710 1.008 0.301
8 H 2.635 -0.331 -0.054
9 H 1.702 -0.303 1.304
10 H 0.809 -1.316 -1.222
11 H -2.504 -0.848 0.106
12 H -0.286 1.223 0.823
13 H -1.764 1.652 0.371
14 H -0.944 0.566 -1.839

Summary:
ΔE to the lowest compared entry with this formula, charge and spin: 309.5 kJ/mol
net charge: +1
multiplicity: 1
SMILES: C[C@H]1O[C@H]2[NH2+][C@H]21
LUMO: -3.384 eV
F_max: 4.645 eV Å⁻¹
energy: -7804.895 eV


No. 2
Density functional theory data (ωB97M-V with the def2-TZVPD basis set) for 3 unconnected molecules or ions with the total composition C19H28BrClF6NO6.

Geometry (Å):
1 C -0.180 0.174 -1.663
2 C 0.791 -0.216 -0.539
3 C 2.040 0.661 -0.669
4 C 1.182 -1.706 -0.701
5 C 1.301 -2.515 0.606
6 Cl -0.239 -3.337 0.974
7 C 2.381 -3.599 0.370
8 C 2.703 -4.411 1.599
9 O 2.057 -5.274 2.084
10 Br 4.433 -3.913 2.429
11 C 1.734 -1.599 1.752
12 C 0.848 -0.349 2.000
13 C -0.153 -0.634 3.124
14 C 1.736 0.817 2.489
15 N 0.107 0.016 0.761
16 O -1.143 -0.265 0.756
17 H -0.971 -0.565 -1.772
18 H 0.380 0.180 -2.598
19 H -0.632 1.147 -1.477
20 H 2.839 0.380 0.017
21 H 2.409 0.588 -1.694
22 H 1.786 1.710 -0.494
23 H 0.508 -2.210 -1.393
24 H 2.175 -1.724 -1.159
25 H 3.291 -3.128 0.006
26 H 2.024 -4.309 -0.382
27 H 1.727 -2.169 2.686
28 H 2.776 -1.317 1.575
29 H -0.787 -1.488 2.911
30 H 0.427 -0.856 4.026
31 H -0.752 0.252 3.329
32 H 1.160 1.476 3.134
33 H 2.556 0.397 3.077
34 H 2.173 1.385 1.674
35 C -3.850 4.879 5.572
36 C -2.356 4.710 5.732
37 O -1.775 4.081 4.571
38 C -1.529 4.875 3.541
39 O -1.723 6.051 3.468
40 C -0.890 4.054 2.403
41 F -1.538 2.904 2.211
42 F 0.382 3.768 2.718
43 F -0.897 4.743 1.269
44 H -4.321 3.919 5.361
45 H -4.277 5.282 6.490
46 H -4.084 5.560 4.756
47 H -2.123 4.040 6.556
48 H -1.859 5.663 5.911
49 C -2.514 -1.343 -7.304
50 C -1.903 -2.672 -6.921
51 O -0.499 -2.532 -6.608
52 C -0.219 -2.100 -5.391
53 O -0.988 -1.820 -4.521
54 C 1.310 -2.040 -5.203
55 F 1.915 -1.475 -6.248
56 F 1.796 -3.279 -5.052
57 F 1.610 -1.340 -4.111
58 H -1.963 -0.896 -8.132
59 H -3.549 -1.488 -7.611
60 H -2.497 -0.647 -6.467
61 H -1.931 -3.372 -7.752
62 H -2.416 -3.123 -6.073

Summary:
ΔE to the lowest compared entry with this formula, charge and spin: 0.0 kJ/mol
net charge: 0
multiplicity: 2
LUMO (alpha / beta): 0.531 / 0.522 eV
F_max: 0.836 eV Å⁻¹
energy: -132801.603 eV


No. 3
Density functional theory data (ωB97M-V with the def2-TZVPD basis set) for 12 unconnected molecules or ions with the total composition C36H105N9O12.

Geometry (Å):
1 C 0.170 -5.989 1.651
2 C 1.376 -5.612 0.708
3 C 2.222 -4.402 1.224
4 O 3.333 -3.896 0.440
5 C 4.008 -2.786 1.018
6 N 2.207 -6.790 0.495
7 H -0.416 -6.745 1.128
8 H -0.448 -5.095 1.728
9 H 0.450 -6.513 2.565
10 H 1.005 -5.331 -0.277
11 H 2.771 -4.589 2.147
12 H 1.470 -3.625 1.357
13 H 4.894 -2.471 0.468
14 H 4.139 -2.939 2.090
15 H 3.304 -1.956 0.959
16 H 2.635 -6.548 -0.387
17 H 1.646 -7.607 0.299
18 C -0.969 -3.045 7.385
19 C -1.073 -4.092 6.235
20 C -0.623 -3.639 4.845
21 O -1.354 -2.477 4.359
22 C -0.571 -1.262 4.339
23 N -0.211 -5.134 6.676
24 H -1.772 -2.364 7.102
25 H -0.007 -2.538 7.304
26 H -1.334 -3.363 8.361
27 H -2.084 -4.498 6.255
28 H -0.863 -4.497 4.218
29 H 0.462 -3.595 4.932
30 H -0.381 -0.903 5.351
31 H -1.073 -0.471 3.782
32 H 0.407 -1.452 3.899
33 H 0.664 -5.222 6.179
34 H 0.169 -4.963 7.595
35 C 9.123 5.020 1.815
36 C 7.676 4.543 1.563
37 C 6.955 5.100 0.351
38 O 5.602 4.804 0.382
39 C 5.114 4.285 -0.783
40 N 7.746 3.057 1.519
41 H 9.036 6.101 1.931
42 H 9.750 4.798 0.952
43 H 9.560 4.620 2.730
44 H 7.157 4.817 2.482
45 H 7.490 4.789 -0.546
46 H 7.101 6.178 0.427
47 H 4.039 4.273 -0.602
48 H 5.469 3.261 -0.895
49 H 5.306 4.922 -1.646
50 H 7.703 2.774 0.551
51 H 6.853 2.716 1.843
52 C -4.267 -0.434 -2.422
53 C -5.551 -0.230 -3.182
54 C -6.676 -0.136 -2.112
55 O -8.000 -0.346 -2.696
56 C -9.028 -0.240 -1.684
57 N -5.491 0.908 -4.060
58 H -4.383 -1.242 -1.700
59 H -3.920 0.462 -1.908
60 H -3.525 -0.711 -3.171
61 H -5.706 -1.105 -3.813
62 H -6.600 0.782 -1.531
63 H -6.536 -0.929 -1.376
64 H -9.263 -1.213 -1.251
65 H -9.976 0.091 -2.109
66 H -8.795 0.308 -0.771
67 H -4.600 0.978 -4.532
68 H -6.259 0.860 -4.714
69 C -6.811 0.763 1.886
70 C -5.858 1.960 1.719
71 C -4.580 1.651 0.936
72 O -3.680 2.759 0.916
73 C -2.788 2.636 -0.210
74 N -6.593 3.086 1.150
75 H -7.697 0.916 2.502
76 H -6.314 -0.139 2.243
77 H -7.240 0.382 0.960
78 H -5.689 2.386 2.707
79 H -4.897 1.308 -0.049
80 H -3.986 0.895 1.449
81 H -2.005 3.391 -0.270
82 H -3.368 2.772 -1.123
83 H -2.203 1.717 -0.263
84 H -6.597 3.115 0.140
85 H -6.298 3.990 1.487
86 C 3.703 2.285 -4.580
87 C 5.045 1.749 -5.093
88 C 5.796 0.918 -4.022
89 O 5.672 1.468 -2.703
90 C 6.247 0.620 -1.663
91 N 4.829 1.072 -6.348
92 H 3.045 2.695 -5.346
93 H 3.960 3.078 -3.878
94 H 3.250 1.485 -3.995
95 H 5.710 2.570 -5.359
96 H 6.848 0.918 -4.305
97 H 5.329 -0.066 -3.975
98 H 6.025 -0.406 -1.958
99 H 5.857 0.811 -0.664
100 H 7.335 0.592 -1.597
101 H 5.698 0.764 -6.761
102 H 4.457 1.747 -7.001
103 C 0.302 2.931 -2.796
104 C -0.951 3.435 -3.532
105 C -0.525 4.434 -4.642
106 O 0.450 3.825 -5.478
107 C 0.907 4.574 -6.631
108 N -1.688 2.253 -3.974
109 H 0.945 2.195 -3.280
110 H 0.015 2.656 -1.781
111 H 0.867 3.848 -2.631
112 H -1.584 4.021 -2.865
113 H -0.064 5.319 -4.203
114 H -1.412 4.723 -5.205
115 H 1.823 4.098 -6.982
116 H 1.022 5.639 -6.428
117 H 0.109 4.553 -7.374
118 H -1.179 1.742 -4.680
119 H -1.997 1.618 -3.251
120 C -3.650 -4.346 -0.840
121 C -3.813 -5.441 0.182
122 C -4.856 -5.158 1.315
123 O -4.843 -3.858 1.945
124 C -3.728 -3.657 2.780
125 N -4.270 -6.525 -0.566
126 H -4.605 -4.139 -1.323
127 H -2.931 -4.462 -1.652
128 H -3.290 -3.481 -0.284
129 H -2.825 -5.723 0.545
130 H -4.785 -6.005 1.997
131 H -5.896 -5.292 1.015
132 H -3.318 -4.516 3.311
133 H -3.786 -2.806 3.459
134 H -2.956 -3.378 2.063
135 H -3.660 -6.768 -1.334
136 H -4.109 -7.308 0.051
137 C 2.765 1.083 -0.024
138 C 1.364 0.978 0.506
139 C 0.698 -0.390 0.376
140 O -0.662 -0.369 0.119
141 C -1.152 -1.601 -0.431
142 N 1.307 1.449 1.869
143 H 3.341 0.410 0.611
144 H 3.202 2.081 -0.049
145 H 2.883 0.758 -1.057
146 H 0.941 1.741 -0.147
147 H 0.983 -0.937 1.275
148 H 1.222 -0.789 -0.492
149 H -0.529 -1.979 -1.240
150 H -2.125 -1.420 -0.888
151 H -1.158 -2.405 0.306
152 H 0.340 1.478 2.160
153 H 1.480 2.440 1.785
154 O 3.343 0.204 3.467
155 H 2.632 0.713 3.078
156 H 2.993 -0.684 3.536
157 O 0.293 4.292 1.083
158 H -0.450 4.797 0.752
159 H 0.974 4.405 0.420
160 O 2.257 3.791 4.876
161 H 2.568 3.727 3.973
162 H 1.308 3.884 4.796

Summary:
ΔE to the lowest compared entry with this formula, charge and spin: 86.3 kJ/mol
net charge: +1
multiplicity: 2
LUMO (alpha / beta): -3.168 / -8.825 eV
F_max: 3.455 eV Å⁻¹
energy: -76997.683 eV